Below is a single C4H7NO2 molecule, with properties calculated with ωB97M-V with the def2-TZVPD basis set.

XYZ file:
```
14
Properties=species:S:1:pos:R:3
C -0.930 -1.049 0.220
C -0.386 0.262 -0.354
C -1.132 1.396 0.368
O -1.652 1.234 1.446
C 1.111 0.474 -0.121
N 1.920 -0.506 -0.618
O 1.543 1.471 0.430
H -1.428 -0.729 1.135
H -1.644 -1.541 -0.444
H -0.190 -1.770 0.569
H -0.546 0.357 -1.438
H -1.237 2.370 -0.134
H 1.550 -1.399 -0.904
H 2.908 -0.440 -0.420
```

Summary:
multiplicity = 1
SMILES string = C[C@@H](C=O)C(N)=O
DFT total energy = -361.85323 Eh
maximum force = 0.0129 hartree/bohr
ΔE to the lowest compared entry with this formula, charge and spin = 17.3 kcal/mol
orbital gap = 10.83 eV
HOMO = -10.1 eV

Löwdin atomic charge list, values in e, 4 entries: number 1, C, carries -0.053; number 2, C, carries -0.237; number 3, C, carries -0.205; number 4, O, carries 0.055